[1]
ORCA calculation (ωB97M-V/def2-TZVPD) on a structure of composition C32H24IrNO4P2Te in a non-equilibrium geometry.

**Spin multiplicity**: 6
**HOMO-LUMO gap (spin up / spin down)**: 7.9 / 4.8 eV
**Total charge**: +1

The geometry in XYZ format:
```
65
Properties=species:S:1:pos:R:3:mulliken_spin:R:1
Ir -1.724 -2.376 0.635 2.393
Te -2.137 1.723 -0.702 0.085
C -0.506 3.099 -0.886 0.076
C 0.131 3.162 -2.115 -0.004
C 1.287 3.931 -2.199 -0.004
N 1.791 4.588 -1.164 0.003
C 1.156 4.538 0.000 -0.002
C -0.008 3.802 0.196 0.010
C -0.746 0.215 -0.266 0.591
P -0.837 -1.298 -1.283 0.211
C -1.345 -0.736 -2.937 0.001
C -0.446 -0.620 -3.993 -0.005
C -0.863 -0.063 -5.195 0.004
C -2.173 0.366 -5.353 0.001
C -3.085 0.207 -4.320 0.010
C -2.677 -0.355 -3.119 0.034
C 0.874 -1.868 -1.464 -0.061
C 1.127 -3.228 -1.285 0.039
C 2.412 -3.720 -1.449 0.013
C 3.444 -2.858 -1.786 0.007
C 3.191 -1.504 -1.973 0.013
C 1.911 -1.006 -1.812 0.039
P -0.630 -0.345 1.467 0.297
C -1.097 1.085 2.487 0.046
C -2.448 1.450 2.503 0.004
C -2.861 2.570 3.208 -0.010
C -1.935 3.313 3.929 0.007
C -0.605 2.918 3.960 -0.001
C -0.181 1.804 3.248 0.023
C 1.128 -0.606 1.825 -0.050
C 1.490 -1.754 2.524 0.015
C 2.815 -1.954 2.884 0.012
C 3.774 -1.009 2.550 -0.001
C 3.410 0.143 1.863 0.010
C 2.092 0.346 1.496 0.041
H -0.252 2.640 -2.985 0.003
H 1.825 4.016 -3.137 0.000
H 1.594 5.107 0.812 0.000
H -0.500 3.790 1.162 -0.005
H 0.573 -0.961 -3.881 -0.001
H -0.156 0.033 -6.008 0.001
H -2.491 0.796 -6.294 0.000
H -4.116 0.508 -4.451 0.000
H -3.402 -0.543 -2.332 0.000
H 0.310 -3.894 -1.030 -0.005
H 2.604 -4.778 -1.325 0.001
H 4.451 -3.238 -1.897 0.000
H 3.996 -0.834 -2.247 0.000
H 1.708 0.049 -1.959 -0.018
H -3.177 0.821 2.001 -0.003
H -3.906 2.851 3.213 -0.001
H -2.256 4.182 4.486 0.000
H 0.112 3.477 4.548 0.001
H 0.855 1.499 3.287 0.004
H 0.735 -2.483 2.798 0.002
H 3.093 -2.846 3.431 0.000
H 4.806 -1.171 2.832 0.000
H 4.163 0.879 1.612 0.001
H 1.796 1.248 0.969 -0.012
O -2.248 -5.115 3.818 0.248
C -2.167 -4.485 2.823 0.096
O -1.316 -4.036 2.037 0.233
C -3.891 -3.924 2.186 0.120
O -4.766 -4.507 2.721 0.255
O -3.703 -3.042 1.335 0.236
```

=====

[2]
ORCA calculation (ωB97M-V/def2-TZVPD) on a structure of composition C32H25AsN4O2PS5W in a non-equilibrium geometry.

**Spin multiplicity**: 3
**HOMO-LUMO gap (spin up / spin down)**: 6.2 / 6.6 eV
**Total charge**: -1

The geometry in XYZ format:
```
71
Properties=species:S:1:pos:R:3:mulliken_spin:R:1
W 0.553 -1.291 -0.280 1.793
N 5.325 -2.096 5.264 0.000
C 4.113 -1.751 4.707 0.002
C 3.411 -0.603 5.159 0.000
C 2.179 -0.265 4.615 0.000
C 1.637 -1.085 3.611 0.011
C 2.274 -2.267 3.224 0.002
C 3.538 -2.569 3.708 -0.002
S 0.058 -0.755 2.791 0.027
O -0.732 0.085 3.667 -0.002
O -0.520 -2.062 2.481 0.008
N 0.502 -0.068 1.285 0.071
C 1.069 1.255 1.320 -0.053
N 1.482 1.777 2.499 0.016
C 2.260 2.878 2.414 -0.006
C 2.514 3.528 1.208 0.019
C 1.911 2.955 0.075 0.001
N 1.148 1.865 0.123 0.043
H 5.843 -1.371 5.746 0.000
H 5.870 -2.801 4.787 0.000
H 3.847 0.023 5.921 0.000
H 1.663 0.633 4.921 0.000
H 1.766 -2.918 2.523 -0.003
H 4.067 -3.449 3.343 -0.001
H 2.661 3.235 3.350 -0.001
H 3.083 4.441 1.158 0.002
H 2.016 3.395 -0.907 0.000
C -3.215 4.160 0.227 -0.001
C -2.713 3.201 1.118 0.004
C -2.036 2.078 0.659 0.002
C -1.741 1.956 -0.706 -0.008
C -2.230 2.899 -1.616 -0.007
C -2.967 3.984 -1.136 0.001
P -0.974 0.444 -1.336 0.145
C -0.372 0.850 -2.977 -0.057
C 0.368 2.025 -3.166 0.007
C 0.935 2.285 -4.421 -0.002
C 0.761 1.391 -5.488 -0.003
C -0.020 0.236 -5.284 0.000
C -0.591 -0.027 -4.053 0.010
C -2.452 -0.538 -1.607 0.003
C -3.596 -0.002 -2.169 -0.005
C -4.758 -0.792 -2.327 -0.003
C -4.753 -2.132 -2.005 0.000
C -3.573 -2.724 -1.470 0.008
C -3.563 -4.087 -1.130 0.026
C -2.395 -4.617 -0.594 -0.015
C -1.240 -3.841 -0.392 0.006
C -1.174 -2.474 -0.686 -0.006
C -2.359 -1.907 -1.269 -0.120
H -3.789 5.011 0.586 0.000
H -2.869 3.309 2.188 0.000
H -1.741 1.286 1.347 -0.003
H -2.082 2.782 -2.687 0.000
H -3.349 4.696 -1.856 0.000
H 0.452 2.728 -2.349 -0.001
H 1.477 3.208 -4.559 0.000
H 1.193 1.604 -6.458 0.000
H -0.204 -0.463 -6.086 0.000
H -1.175 -0.935 -3.907 0.001
H -3.598 1.004 -2.547 0.001
H -5.653 -0.322 -2.726 0.000
H -5.617 -2.764 -2.190 -0.001
H -4.438 -4.689 -1.328 0.002
H -2.367 -5.665 -0.306 -0.001
H -0.396 -4.348 0.054 0.002
S 5.091 -2.726 -1.478 0.069
As 3.241 -1.937 -0.848 0.040
S 3.458 -0.242 0.471 -0.005
S 1.691 -1.297 -2.354 -0.029
S 1.793 -3.327 0.145 0.011
```

=====

[3]
ORCA calculation (ωB97M-V/def2-TZVPD) on a structure of composition C32H25BIrN6O2 in a non-equilibrium geometry.

**Spin multiplicity**: 2
**HOMO-LUMO gap (spin up / spin down)**: 5.9 / 5.2 eV
**Total charge**: +2

The geometry in XYZ format:
```
67
Properties=species:S:1:pos:R:3:mulliken_spin:R:1
Ir 0.024 0.560 -0.276 0.054
C -4.996 0.997 -2.698 0.140
C -4.128 1.948 -2.165 -0.052
C -3.084 1.551 -1.357 0.096
C -2.922 0.191 -1.041 0.032
C -3.767 -0.769 -1.628 0.123
C -4.794 -0.358 -2.451 -0.060
N -1.887 -0.162 -0.187 0.425
C -2.005 -1.241 0.676 -0.053
C -3.214 -1.793 1.123 0.147
C -3.187 -2.871 1.989 -0.059
C -1.984 -3.424 2.434 0.107
C -0.777 -2.869 2.043 -0.034
C -0.807 -1.783 1.187 0.046
N 0.342 -1.064 0.775 -0.037
N 1.455 -1.265 1.318 0.075
C 2.448 -0.383 0.832 -0.011
C 3.750 -0.547 1.258 0.015
C 4.734 0.229 0.662 -0.007
C 4.374 1.102 -0.352 0.017
C 3.039 1.239 -0.698 -0.005
N 2.075 0.547 -0.086 0.005
H -5.823 1.313 -3.320 0.003
H -4.274 2.997 -2.383 -0.001
H -2.404 2.277 -0.934 0.023
H -3.571 -1.822 -1.483 -0.002
H -5.433 -1.094 -2.919 0.001
H -4.157 -1.359 0.824 0.001
H -4.123 -3.289 2.334 0.000
H -1.996 -4.274 3.101 0.003
H 0.169 -3.266 2.383 0.002
H 3.969 -1.285 2.016 0.000
H 5.766 0.132 0.970 0.000
H 5.116 1.680 -0.884 0.000
H 2.726 1.925 -1.471 0.000
N -0.445 1.363 1.901 -0.001
C -0.727 2.775 1.815 -0.003
C -1.343 3.454 2.830 0.000
C -1.545 4.844 2.746 -0.001
C -1.093 5.528 1.655 0.001
C -0.491 4.841 0.576 0.007
C -0.025 5.520 -0.573 -0.001
C 0.504 4.795 -1.596 0.002
C 0.508 3.394 -1.510 0.001
N 0.099 2.708 -0.455 0.003
C -0.361 3.439 0.628 -0.005
H 0.426 1.186 2.399 0.000
H -1.173 0.888 2.429 0.002
H -1.655 2.918 3.719 0.000
H -2.026 5.363 3.563 0.000
H -1.190 6.605 1.596 0.000
H -0.092 6.600 -0.619 0.000
H 0.884 5.261 -2.494 0.000
H 0.816 2.825 -2.372 0.000
O -0.114 -1.056 -2.812 0.009
B 0.073 0.215 -2.290 -0.017
O 0.246 1.152 -3.296 0.004
C 0.150 0.428 -4.491 0.002
C 0.258 0.896 -5.777 0.000
C 0.141 -0.065 -6.782 0.000
C -0.070 -1.407 -6.483 0.001
C -0.179 -1.859 -5.169 -0.001
C -0.064 -0.900 -4.190 -0.001
H 0.422 1.941 -5.999 0.000
H 0.225 0.242 -7.815 0.000
H -0.149 -2.121 -7.291 0.000
H -0.332 -2.901 -4.930 0.000
```

=====

[4]
ORCA calculation (ωB97M-V/def2-TZVPD) on a structure of composition C32H25CaCl3N7O5S.

**HOMO-LUMO gap**: 7.0 eV
**Total charge**: -1

The geometry in XYZ format:
```
74
Properties=species:S:1:pos:R:3:lowdin_charge:R:1
Ca -0.360 -0.435 -0.128 1.353
O -4.579 1.006 -0.679 -0.023
C -3.491 0.405 -0.654 -0.554
N -2.523 0.505 0.244 -0.077
C -2.859 1.396 1.343 -0.200
C -1.837 1.268 2.444 -0.287
C -0.841 2.226 2.622 -0.030
C 0.085 2.066 3.639 -0.076
C -0.014 0.952 4.456 -0.084
C -1.032 0.046 4.201 -0.168
N -1.924 0.186 3.226 0.119
C -3.219 -0.589 -1.777 -0.206
C -4.205 -0.826 -2.724 -0.009
C -3.948 -1.713 -3.754 -0.056
C -2.713 -2.340 -3.814 -0.077
C -1.785 -2.050 -2.829 -0.134
N -2.029 -1.200 -1.830 0.033
H -3.846 1.152 1.749 0.117
H -2.909 2.439 1.006 0.116
H -0.790 3.074 1.951 0.115
H 0.879 2.789 3.781 0.108
H 0.689 0.777 5.259 0.100
H -1.135 -0.846 4.814 0.100
H -5.138 -0.291 -2.622 0.112
H -4.694 -1.903 -4.516 0.106
H -2.451 -3.006 -4.623 0.097
H -0.797 -2.496 -2.845 0.107
O 3.834 1.983 3.182 0.029
C 3.636 2.906 2.227 -0.284
C 4.346 4.106 2.328 -0.026
C 4.189 5.098 1.381 -0.097
C 3.318 4.923 0.309 -0.100
C 2.609 3.742 0.209 -0.026
C 2.748 2.721 1.150 -0.077
C 1.919 1.494 0.983 -0.451
O 1.047 1.452 0.080 -0.147
N 2.175 0.514 1.862 0.036
N 1.308 -0.512 1.714 -0.048
C 1.447 -1.549 2.438 -0.112
C 0.489 -2.651 2.269 -0.281
C 0.599 -3.810 3.028 -0.027
C -0.321 -4.827 2.839 -0.067
C -1.328 -4.657 1.904 -0.061
C -1.366 -3.468 1.190 -0.127
N -0.484 -2.491 1.360 0.047
H 3.280 1.190 2.919 0.061
H 5.020 4.227 3.166 0.111
H 4.752 6.019 1.478 0.097
H 3.198 5.699 -0.436 0.094
H 1.920 3.572 -0.608 0.109
H 2.254 -1.646 3.163 0.128
H 1.403 -3.906 3.746 0.112
H -0.252 -5.742 3.414 0.106
H -2.070 -5.422 1.723 0.102
H -2.134 -3.289 0.446 0.113
Cl 1.690 -4.451 -0.718 0.593
C 2.807 -3.278 -1.458 -1.489
Cl 3.861 -4.125 -2.591 0.591
Cl 3.797 -2.537 -0.177 0.594
C 1.975 -2.127 -2.151 -0.817
O 2.228 -1.872 -3.322 -0.009
O 1.152 -1.595 -1.374 -0.225
S -0.737 -0.709 -6.343 0.523
C -0.700 0.233 -4.955 -0.827
N 0.343 0.164 -4.081 0.069
C 0.463 0.918 -2.961 -0.102
C -0.512 1.792 -2.598 -0.080
C -1.651 1.881 -3.433 -0.056
C -1.735 1.141 -4.572 -0.107
H 1.064 -0.548 -4.223 0.105
H 1.358 0.747 -2.380 0.118
H -0.407 2.368 -1.691 0.093
H -2.470 2.533 -3.155 0.117
H -2.596 1.198 -5.220 0.099
```

=====

Question: What is the formula in the second record?
Answer: C32H25AsN4O2PS5W

=====

Question: Which value of total charge does entry 3 give?
Answer: +2